(1)
{
  "formula": "C4H7NO",
  "method": "ωB97M-V/def2-TZVPD",
  "symbols": ["C", "C", "C", "N", "C", "O", "H", "H", "H", "H", "H", "H", "H"],
  "positions_angstrom": [[0.50768, -0.47120, 1.20660], [-0.41363, 0.96733, 0.03909], [0.11632, 1.07911, -1.29571], [-1.12761, 0.34923, -0.90455], [-0.39007, -1.05313, -0.23501], [0.37513, -1.61573, -0.99989], [-0.05410, -0.20255, 2.10700], [1.40462, 0.14478, 1.09034], [0.88234, -1.49241, 1.33570], [-0.66367, 1.54911, 0.91843], [-0.03170, 1.99662, -1.85786], [0.95663, 0.44428, -1.58163], [-1.28689, -1.44038, 0.25452]],
  "lowdin_charge": [-0.045, -0.187, -0.084, 0.050, -0.449, -0.019, 0.069, 0.080, 0.083, 0.136, 0.107, 0.109, 0.151],
  "de_lowest_kcal_mol": 141.1,
  "homo_lumo_gap_ev": 9.35,
  "total_energy_ha": -286.4068,
  "e_homo_ev": -9.02,
  "max_force_ev_per_a": 0.41
}

---

(2)
{
  "formula": "C12H16FNO",
  "method": "ωB97M-V/def2-TZVPD",
  "symbols": ["F", "C", "C", "C", "C", "C", "C", "C", "N", "H", "C", "C", "H", "C", "O", "C", "C", "H", "H", "H", "H", "H", "H", "H", "H", "H", "H", "H", "H", "H", "H"],
  "positions_angstrom": [[-2.12189, -2.26536, -0.56758], [-2.54202, -1.01849, -0.24185], [-3.67168, -0.89110, 0.54224], [-4.10483, 0.37759, 0.88670], [-3.40725, 1.48832, 0.44434], [-2.27830, 1.33516, -0.34246], [-1.82184, 0.07546, -0.70784], [-0.56448, -0.12124, -1.52412], [0.54181, -0.69662, -0.77910], [0.28452, -1.62919, -0.47133], [1.00244, 0.08342, 0.36250], [1.90612, 1.23204, -0.10848], [2.16187, 1.85353, 0.75125], [3.18396, 0.66123, -0.72299], [3.88938, -0.14562, 0.19265], [3.11560, -1.24787, 0.60348], [1.82556, -0.80746, 1.29840], [2.07829, -0.23980, 2.19567], [1.25032, -1.68636, 1.59625], [2.86514, -1.87156, -0.26751], [3.74754, -1.81960, 1.28676], [2.91957, 0.07210, -1.61316], [3.87142, 1.46103, -1.00649], [1.39545, 1.85283, -0.84380], [0.15185, 0.50677, 0.93153], [-0.24593, 0.83844, -1.93759], [-0.77329, -0.80076, -2.35598], [-1.73866, 2.20595, -0.68543], [-3.74214, 2.47848, 0.71377], [-4.98526, 0.49498, 1.49952], [-4.19328, -1.77630, 0.87060]],
  "lowdin_charge": [0.061, -0.227, -0.009, -0.083, -0.087, -0.041, -0.157, -0.155, -0.018, 0.110, -0.357, -0.121, 0.121, -0.214, -0.133, -0.217, -0.120, 0.121, 0.117, 0.121, 0.123, 0.121, 0.123, 0.105, 0.139, 0.113, 0.127, 0.114, 0.102, 0.104, 0.117],
  "de_lowest_kcal_mol": 24.8,
  "homo_lumo_gap_ev": 9.67,
  "total_energy_ha": -696.7123,
  "smiles": "Fc1ccccc1CNC1CCOCC1",
  "e_homo_ev": -8.78,
  "max_force_ev_per_a": 0.43
}

---

(3)
{
  "formula": "C20H32Cl4N8",
  "method": "ωB97M-V/def2-TZVPD",
  "symbols": ["C", "C", "N", "H", "H", "H", "C", "C", "N", "H", "H", "H", "C", "C", "N", "H", "H", "H", "C", "C", "N", "H", "H", "H", "C", "C", "N", "H", "H", "H", "C", "C", "N", "H", "H", "H", "C", "C", "N", "H", "H", "H", "C", "C", "N", "H", "H", "H", "Cl", "C", "C", "Cl", "H", "H", "H", "H", "Cl", "C", "C", "Cl", "H", "H", "H", "H"],
  "positions_angstrom": [[-2.30225, 1.90980, 1.34885], [-2.05717, 1.39480, -0.04784], [-1.83803, 0.96876, -1.08216], [-2.05826, 1.10242, 2.03929], [-3.33810, 2.21259, 1.50192], [-1.59053, 2.73460, 1.38454], [3.04304, -0.62290, 0.25453], [4.42004, -0.68784, -0.18517], [5.50593, -0.74039, -0.56582], [2.49147, -1.46734, -0.15874], [2.76669, 0.22679, -0.36976], [2.90578, -0.49315, 1.32804], [1.60706, -1.74598, -3.12946], [0.97326, -2.27598, -1.92698], [0.41985, -2.70834, -1.00772], [2.02582, -2.55322, -3.73039], [2.44308, -1.13144, -2.79549], [1.03709, -1.18999, -3.87384], [-2.09059, -1.80697, -0.96893], [-3.35731, -1.15539, -0.63075], [-4.33996, -0.64018, -0.35048], [-1.88930, -2.68088, -0.34938], [-1.33371, -1.02748, -0.88150], [-2.03293, -2.14647, -2.00311], [0.35293, -3.35790, 0.98016], [1.73567, -3.08454, 0.65338], [2.83880, -2.89212, 0.35341], [-0.09706, -2.36660, 0.92575], [0.21008, -3.75324, 1.98584], [-0.05472, -4.09954, 0.29323], [-0.67935, -2.05814, 3.01793], [-0.27610, -2.00614, 4.45686], [0.01271, -1.98084, 5.57349], [-1.45118, -2.82600, 2.96545], [0.20677, -2.26631, 2.41829], [-1.04768, -1.06884, 2.74639], [0.55621, 0.10790, -0.63566], [-0.16376, -0.29303, 0.64343], [-0.74046, -0.61352, 1.59733], [-0.09849, 0.38511, -1.46186], [1.23325, -0.65123, -1.02739], [1.15849, 1.00694, -0.50495], [-3.16724, -1.31624, 2.05294], [-3.87947, -0.10031, 2.48747], [-4.41209, 0.86752, 2.82271], [-2.75382, -1.95743, 2.83144], [-2.35395, -0.96938, 1.41549], [-3.92584, -1.81073, 1.44622], [0.41444, 0.80732, -3.03463], [-0.65572, 2.04029, -2.35250], [-0.11863, 3.48028, -2.40673], [-0.20048, 4.18435, -4.06510], [-0.81358, 1.74066, -1.31645], [-1.61809, 2.02172, -2.86397], [0.90568, 3.59471, -2.05206], [-0.74567, 4.09553, -1.76147], [4.30854, 4.28914, -0.67884], [2.60162, 4.46254, -0.29356], [1.81323, 3.09882, -0.04252], [1.91526, 1.96342, -1.40762], [2.10281, 4.98134, -1.11216], [2.43855, 5.10654, 0.57060], [0.77215, 3.26522, 0.23419], [2.26523, 2.49689, 0.74582]],
  "lowdin_charge": [-0.005, -0.143, 0.051, 0.051, 0.071, 0.085, -0.163, -0.278, 0.134, -0.017, 0.001, 0.122, -0.066, -0.163, 0.097, 0.104, 0.092, 0.034, -0.065, -0.287, 0.182, 0.088, 0.017, 0.103, -0.170, -0.222, 0.172, 0.026, 0.089, 0.113, -0.182, -0.226, 0.102, 0.095, 0.039, -0.039, -0.303, -0.060, 0.044, -0.082, 0.013, -0.142, -0.092, -0.256, 0.146, 0.066, 0.014, 0.079, 0.758, -0.613, -0.651, 0.552, -0.044, 0.104, -0.042, 0.084, 0.597, -0.631, -0.448, 0.758, 0.059, 0.078, 0.086, 0.083],
  "de_lowest_kcal_mol": 462.3,
  "homo_lumo_gap_ev": 9.66,
  "total_energy_ha": -3059.2669,
  "e_homo_ev": -9.81,
  "max_force_ev_per_a": 10.58
}

---

(4)
{
  "formula": "C3H5O3",
  "method": "ωB97M-V/def2-TZVPD",
  "symbols": ["C", "O", "C", "H", "H", "H", "H", "H", "O", "C", "O"],
  "positions_angstrom": [[-0.97700, -1.34657, -0.28221], [-0.97059, -0.21911, 0.57650], [-0.42598, 0.92448, 0.03644], [-1.57236, -2.12329, 0.20861], [-1.43627, -1.09408, -1.25138], [0.04199, -1.72440, -0.45234], [-0.54602, 1.73859, 0.77385], [-0.93656, 1.22579, -0.90603], [0.90763, 0.81873, -0.30654], [2.39045, 0.94303, 0.89619], [3.52471, 0.85682, 0.70692]],
  "lowdin_charge": [-0.095, -0.157, -0.361, 0.091, 0.091, 0.088, 0.142, 0.150, -0.108, 0.053, 0.106],
  "multiplicity": 2,
  "de_lowest_kcal_mol": 27.2,
  "homo_lumo_gap_ev": [11.18, 8.93],
  "total_energy_ha": -342.9103,
  "s_squared": 0.76,
  "e_homo_ev": [-10.18, -10.57],
  "max_force_ev_per_a": 2.75
}